Below is 2 unconnected molecules or ions with the total composition C29H45BBrN3O8PS in a non-equilibrium geometry, with properties calculated with ωB97M-V/def2-TZVPD.

Atoms and positions in Å:
C -0.193 4.721 -3.163
H -4.184 -7.647 -0.218
C -0.767 -3.199 0.329
H -3.053 1.001 0.122
C -2.086 3.179 1.239
C -1.196 4.868 -2.325
H -4.845 -4.698 0.610
C -1.914 -4.847 1.719
H 3.605 1.651 1.794
B 3.631 3.295 -1.789
H -1.569 -5.880 1.683
H 3.040 3.940 3.662
H 4.684 4.957 -1.295
H -0.852 1.610 2.103
O 1.690 0.942 3.078
C -1.585 0.653 -1.848
C 6.462 2.376 1.850
N -1.750 -5.262 -0.717
H 1.735 -0.993 -1.025
C -4.151 -5.171 -1.391
H -0.820 3.720 2.878
H -5.032 -5.788 -1.582
H -0.330 4.584 -4.228
H 6.187 1.218 0.036
H 0.620 -0.536 -2.294
H -3.695 -6.491 0.986
C 6.551 1.052 1.054
O 0.640 2.962 4.114
H -1.028 1.255 -2.570
C 1.417 3.191 1.428
O 3.085 2.975 3.598
O 3.727 2.062 -2.467
C -1.868 1.712 1.714
C -2.082 0.735 0.556
O 2.067 5.385 -3.163
H 5.873 0.329 1.510
H 1.704 0.681 -1.528
H -5.244 -3.501 -0.595
H -2.027 3.126 0.150
H 0.193 -3.710 0.428
C -3.355 -7.008 0.092
O 0.220 -0.519 0.815
O -1.282 -4.728 -1.804
H -1.833 -7.664 -2.013
Br -2.993 4.826 -2.994
H -1.523 -0.408 -2.113
H -2.525 -7.658 0.374
H -0.735 -2.578 -0.564
H -3.412 -2.771 0.982
C 1.188 4.815 -2.556
C -4.452 -4.180 -0.268
H 6.293 2.123 2.900
C -0.963 5.101 -0.846
H -0.871 -2.524 1.174
H -2.895 -4.831 2.198
H 0.999 0.642 3.684
H 3.982 1.504 0.118
C -2.957 -6.067 -1.061
N -1.056 0.891 -0.480
C 0.246 4.365 -0.308
H -2.204 -0.295 0.909
C 1.070 -0.198 -1.361
C -3.208 -3.370 0.092
H 7.369 2.975 1.783
N 4.624 4.277 -2.044
C 0.046 0.051 -0.252
H -2.465 -6.474 -3.157
H -3.057 3.503 1.612
C -1.928 -4.193 0.309
H -3.037 -2.656 -0.722
S 5.093 3.411 1.217
O -1.679 5.846 -0.220
H -1.212 5.093 1.877
P 1.613 2.530 3.099
H -2.631 0.945 -1.937
H -1.221 -4.342 2.391
H -3.964 -4.618 -2.317
C 0.290 3.861 0.969
C -0.931 4.041 1.846
H 4.430 1.530 -2.083
H 5.539 3.854 -2.151
H -2.528 1.451 2.547
H 7.569 0.667 0.999
C 2.472 3.007 0.528
C 2.423 3.509 -0.751
C 3.723 2.239 0.882
H -3.548 -7.637 -2.420
C 1.315 4.215 -1.183
C -2.678 -7.008 -2.232

HOMO-LUMO gap (spin up / spin down)   0.274 / 0.286 Eh
LUMO (spin up / spin down)   -0.042 / -0.042 hartree
Multiplicity   2
Highest occupied orbital energy (spin up / spin down)   -8.59 / -8.92 eV
Net charge   0
Expectation value of S²   0.7541